{"formula": "C31H92N4O13", "method": "ωB97M-V with the def2-TZVPD basis set", "symbols": ["H", "C", "H", "C", "H", "H", "H", "C", "O", "H", "H", "H", "N", "H", "C", "H", "O", "H", "H", "H", "H", "O", "H", "C", "N", "H", "H", "C", "C", "C", "C", "O", "H", "C", "H", "C", "H", "H", "H", "H", "H", "C", "H", "H", "H", "H", "H", "H", "O", "C", "H", "H", "H", "H", "C", "H", "C", "N", "H", "H", "C", "H", "H", "H", "O", "O", "H", "H", "H", "C", "C", "O", "C", "H", "H", "H", "H", "H", "H", "C", "H", "H", "H", "C", "H", "H", "H", "C", "H", "C", "H", "H", "H", "N", "H", "C", "C", "H", "H", "C", "H", "H", "H", "H", "H", "H", "O", "H", "H", "H", "H", "O", "O", "C", "H", "H", "H", "H", "H", "H", "H", "H", "H", "H", "H", "H", "C", "H", "H", "C", "C", "H", "C", "O", "H", "H", "O", "H", "H", "H"], "positions_angstrom": [[-1.246, -4.234, -0.484], [-2.073, -2.176, -2.178], [0.281, 2.322, -3.499], [1.880, 1.206, 2.592], [1.298, 3.069, 3.970], [1.025, 0.029, -3.430], [2.720, 2.472, 4.700], [-2.345, -1.462, 3.837], [-0.513, -0.054, -1.731], [-2.536, -3.834, 1.507], [-1.597, -0.351, 0.016], [-1.568, 1.644, -2.614], [0.318, -3.780, -2.727], [-0.971, -1.977, -3.623], [-3.861, 2.086, -0.637], [-1.565, -1.748, 3.131], [3.894, 2.337, -1.950], [-0.245, -6.443, 2.284], [-0.493, 4.897, 0.626], [-2.527, 3.707, -1.271], [-0.881, 0.360, -3.615], [0.447, 1.310, 2.519], [-2.276, -2.169, -1.107], [-0.317, -4.799, -0.564], [2.305, 3.113, 4.039], [-2.654, -2.363, 4.368], [-2.431, 0.200, 1.562], [-0.711, -5.978, 1.415], [-0.150, 0.024, 2.456], [0.268, 4.152, 0.395], [4.780, 3.380, -2.319], [0.216, 3.903, -0.997], [5.140, 0.422, -0.895], [1.011, -2.617, -0.713], [2.118, 0.489, 3.378], [4.149, 0.362, -0.444], [-4.168, 2.644, 0.247], [0.046, 2.568, -1.310], [0.610, -2.709, 2.869], [-4.839, -2.176, 3.095], [4.466, 1.677, 3.488], [-0.140, -2.983, 2.127], [-0.660, -5.678, -1.110], [4.173, 0.975, 0.457], [2.209, 0.664, 1.705], [5.823, 3.087, -2.205], [1.188, -1.272, -3.638], [-2.278, 1.410, -4.084], [-2.299, 1.473, 3.255], [-3.454, 3.233, -1.593], [-1.292, -1.934, 0.869], [-2.453, 0.599, -1.431], [0.740, 2.104, 0.868], [-1.113, -6.737, 0.744], [2.613, 2.556, 2.760], [1.487, -0.713, -1.881], [-2.661, 1.144, -0.510], [0.207, 1.805, -1.952], [0.317, 4.743, -1.451], [-2.831, 0.372, 0.241], [-3.053, 0.538, 2.391], [-2.917, -1.560, 1.910], [4.591, 3.598, -3.371], [2.006, 5.432, 0.098], [-4.944, 1.389, -1.166], [0.226, -5.214, 0.692], [-4.222, 4.006, -1.593], [2.307, 3.138, 1.890], [-0.139, -0.412, 3.454], [-2.796, -3.073, 0.771], [4.117, 2.390, 2.741], [-0.671, -2.007, -2.466], [-0.583, -0.070, -0.270], [2.752, -0.097, -2.927], [4.660, -2.614, 0.209], [2.654, -0.906, 1.734], [1.621, 5.047, 1.772], [-0.563, -0.947, -2.077], [2.389, 2.791, -3.227], [1.703, 4.628, 0.769], [-0.415, 1.088, -1.607], [-3.308, 2.890, -2.617], [-0.229, 2.952, 2.068], [0.692, -4.009, -1.382], [1.783, -0.370, 0.378], [0.104, -2.070, -0.457], [-1.877, -0.731, 4.496], [3.714, -1.075, -0.199], [3.391, 0.774, -1.111], [2.452, -1.170, 0.696], [-2.844, 3.216, 2.280], [-2.509, -3.091, -2.578], [-1.187, 0.095, 2.125], [-4.335, -1.592, 2.443], [4.371, 1.970, 1.768], [-0.098, 2.788, 0.998], [2.536, 2.606, -2.163], [0.055, -0.823, 0.192], [1.652, 1.237, -0.669], [1.591, 1.400, -1.745], [-5.678, 1.998, -1.272], [-2.622, -1.415, -2.731], [2.269, 3.495, -1.591], [1.555, -2.968, 0.164], [0.321, -0.749, 1.849], [0.167, -4.697, -3.123], [-0.415, 2.346, -4.160], [-1.758, 1.634, -0.145], [-0.453, 0.872, 0.263], [3.571, -1.477, -1.202], [1.279, -1.772, -5.359], [-0.629, -1.752, -4.492], [-0.413, -1.878, 1.251], [-1.287, 1.372, -3.632], [1.602, -4.609, -1.381], [-4.095, -0.389, 4.097], [-0.976, 2.372, 0.504], [-1.275, 3.222, 3.069], [1.915, -2.117, 0.658], [-3.957, 0.963, 1.954], [-0.314, -2.888, -2.332], [-5.045, -1.038, 1.986], [-2.302, -3.355, -0.158], [1.652, -1.946, -1.285], [1.095, -3.417, -3.261], [-1.521, -5.460, 1.927], [1.727, 0.073, -2.597], [0.823, -2.926, -4.015], [-1.504, 2.351, 1.538], [-3.507, -0.677, 3.226], [-1.966, 2.606, 2.492], [-0.952, -3.427, 2.703], [0.761, -1.912, -4.410], [-2.360, -1.819, 1.171], [-3.857, -3.063, 0.518], [2.468, 3.857, 0.675], [4.790, -1.688, 0.423], [4.666, 3.279, 3.049], [0.345, -3.780, 1.565], [4.622, 4.291, -1.742]], "relative_energy_ev": 34.6795, "total_charge": 0, "homo_ev": -6.89}